{"formula": "C44H38N7OPtS3", "method": "ωB97M-V/def2-TZVPD", "elements": ["Pt", "S", "C", "C", "C", "C", "C", "C", "N", "C", "C", "C", "C", "C", "C", "C", "C", "N", "C", "C", "C", "C", "C", "S", "C", "H", "H", "H", "H", "H", "H", "H", "H", "H", "H", "H", "H", "N", "C", "S", "N", "C", "C", "C", "C", "C", "C", "H", "H", "H", "H", "H", "H", "H", "H", "N", "C", "N", "C", "C", "O", "C", "C", "H", "H", "H", "H", "H", "H", "H", "H", "C", "C", "C", "C", "C", "C", "N", "C", "C", "C", "C", "C", "C", "H", "H", "H", "H", "H", "H", "H", "H", "H", "H"], "xyz": [[-0.73171, 0.32339, 0.09060], [-2.06461, -3.31799, 6.04895], [-2.14136, -4.99853, 5.77208], [-1.84206, -5.31282, 4.48238], [-1.54447, -4.16733, 3.70289], [-1.62309, -3.00126, 4.41633], [-1.36787, -1.63765, 3.94540], [-1.27950, -1.38791, 2.55926], [-1.03985, -0.19642, 2.06162], [-0.83060, 0.83941, 2.90664], [-0.91939, 0.70819, 4.28952], [-0.68083, 1.87174, 5.09785], [-0.35133, 3.05790, 4.53625], [-0.21699, 3.19574, 3.11269], [0.15596, 4.38229, 2.46421], [0.28116, 4.41434, 1.09285], [0.06141, 3.21526, 0.38200], [-0.30429, 2.09510, 0.97111], [-0.45750, 2.07673, 2.32010], [0.64285, 5.62279, 0.34952], [0.78489, 5.76284, -1.00551], [1.17418, 7.07262, -1.38285], [1.31933, 7.90182, -0.31230], [0.98048, 7.10303, 1.15573], [-1.20512, -0.56857, 4.79964], [-2.40384, -5.66762, 6.57578], [-1.82616, -6.32418, 4.10404], [-1.25124, -4.22124, 2.66375], [-1.41347, -2.18249, 1.83930], [-0.76956, 1.78086, 6.17342], [-0.17686, 3.92791, 5.15719], [0.34032, 5.26980, 3.05892], [0.18465, 3.16549, -0.68808], [0.60178, 4.97396, -1.72300], [1.33046, 7.38561, -2.40489], [1.59535, 8.94439, -0.31103], [-1.26677, -0.70459, 5.87326], [2.62039, 1.27638, 3.46732], [2.74759, 0.77966, 2.22215], [2.21839, -0.75149, 1.81787], [3.30963, 1.57496, 1.27788], [3.78787, 2.90340, 1.39601], [3.50430, 3.79262, 0.36436], [3.95443, 5.10086, 0.42626], [4.68706, 5.53454, 1.52288], [4.99457, 4.64121, 2.53628], [4.56371, 3.32272, 2.47289], [2.17859, 0.68850, 4.15079], [2.82868, 2.23544, 3.68825], [3.25997, 1.18099, 0.35107], [2.92672, 3.45182, -0.48910], [3.71568, 5.78410, -0.37779], [5.02993, 6.55911, 1.57784], [5.59863, 4.96066, 3.37568], [4.87167, 2.61459, 3.23119], [-1.21828, -1.45805, -0.68627], [-1.86802, -2.18313, -1.31094], [-2.52714, -3.07039, -1.98705], [-2.13107, -3.39430, -3.37417], [-3.26792, -3.00705, -4.29936], [-4.48033, -3.61237, -3.88353], [-4.87269, -3.17705, -2.59833], [-3.83935, -3.57668, -1.55788], [-1.94370, -4.46824, -3.42437], [-1.21072, -2.85952, -3.60872], [-3.06861, -3.35849, -5.30966], [-3.37797, -1.91511, -4.32038], [-5.82968, -3.64716, -2.37967], [-5.00404, -2.08705, -2.59086], [-3.77296, -4.66361, -1.48626], [-4.07818, -3.16813, -0.57749], [1.57487, -1.79314, -4.32564], [1.98316, -1.61577, -3.00977], [1.35610, -0.68973, -2.19128], [0.28397, 0.07694, -2.66332], [-0.13091, -0.11686, -3.98825], [0.51820, -1.03153, -4.80629], [-0.38073, 0.95104, -1.79173], [-1.04071, 2.07184, -2.30459], [-2.27224, 2.49339, -1.79003], [-2.86839, 3.66714, -2.23238], [-2.27618, 4.43592, -3.22239], [-1.06440, 4.01627, -3.75861], [-0.44502, 2.86531, -3.29997], [2.07829, -2.50382, -4.96769], [2.80705, -2.19595, -2.61262], [1.68246, -0.56692, -1.16404], [-0.96269, 0.45721, -4.37741], [0.18629, -1.15333, -5.83102], [-2.75450, 1.89273, -1.02770], [-3.81746, 3.97003, -1.80698], [-2.75055, 5.34151, -3.57564], [-0.58518, 4.60114, -4.53500], [0.50877, 2.56239, -3.71521]], "forces_ev_per_a": [[0.0747, -0.0617, -0.1083], [-0.0382, 0.0124, 0.0235], [0.0001, -0.0074, -0.0053], [0.0032, -0.0292, -0.0123], [0.0328, -0.0047, 0.0158], [-0.0029, -0.0050, -0.0411], [-0.0087, -0.0561, -0.0355], [-0.1091, -0.0141, 0.0036], [0.1179, -0.1225, -0.0875], [0.0321, 0.0190, 0.0710], [-0.0240, -0.0522, -0.0155], [0.0137, 0.0469, 0.0329], [-0.0114, -0.0140, 0.0493], [0.0001, -0.0330, -0.0440], [-0.0516, 0.0142, 0.0961], [0.0287, 0.0140, -0.0977], [0.0721, -0.0062, 0.0920], [-0.0814, 0.1231, -0.1302], [0.0301, 0.0233, 0.0366], [-0.0048, -0.0595, -0.0401], [-0.0393, 0.0352, 0.0069], [0.0050, 0.0025, -0.0276], [-0.0042, -0.0047, -0.0183], [0.0477, 0.0328, 0.0438], [0.0520, 0.0929, 0.0402], [0.0037, 0.0160, -0.0104], [0.0000, 0.0160, 0.0036], [-0.0031, 0.0118, 0.0152], [-0.0001, -0.0094, 0.0163], [0.0003, -0.0004, -0.0133], [-0.0035, -0.0064, -0.0070], [-0.0086, 0.0058, -0.0169], [0.0041, 0.0334, -0.0135], [-0.0118, 0.0081, 0.0220], [-0.0024, -0.0055, 0.0139], [-0.0070, -0.0223, 0.0083], [0.0058, -0.0125, -0.0096], [-0.0407, -0.0247, -0.0547], [0.0504, 0.1219, -0.0500], [0.0117, -0.1276, 0.0800], [-0.0274, -0.0090, 0.0343], [-0.0081, 0.0118, -0.0107], [-0.0320, 0.0162, -0.0261], [0.0166, -0.0420, 0.0360], [-0.0115, 0.0395, -0.0415], [0.0239, -0.0206, 0.0460], [0.0149, -0.0196, -0.0128], [0.0090, -0.0003, 0.0100], [0.0183, -0.0109, 0.0072], [0.0354, -0.0110, -0.0128], [0.0035, 0.0129, 0.0284], [0.0056, 0.0250, -0.0187], [-0.0003, -0.0096, -0.0043], [-0.0075, -0.0035, -0.0057], [-0.0048, 0.0135, 0.0023], [-0.3846, 0.1019, 0.2542], [0.0918, -0.1248, 0.1044], [0.1409, -0.0167, -0.1842], [0.0434, -0.0116, 0.0838], [-0.0229, 0.0206, -0.0153], [0.0200, -0.0128, -0.0012], [-0.0081, 0.0146, -0.0085], [0.0224, 0.0403, -0.0187], [-0.0217, -0.0121, 0.0018], [-0.0207, 0.0167, -0.0290], [0.0005, -0.0023, -0.0084], [-0.0002, 0.0037, 0.0120], [-0.0066, -0.0055, -0.0024], [0.0036, 0.0076, -0.0030], [-0.0039, -0.0091, -0.0056], [-0.0089, 0.0080, 0.0034], [0.0156, -0.0236, -0.0086], [-0.0078, 0.0015, 0.0375], [0.0013, -0.0104, -0.0438], [0.0002, 0.0240, 0.0093], [0.0285, -0.0175, -0.0126], [-0.0396, 0.0330, -0.0018], [0.0032, 0.1049, 0.0378], [-0.0430, -0.0541, -0.1038], [0.0439, 0.0121, 0.0158], [-0.0104, -0.0056, 0.0143], [-0.0034, 0.0050, -0.0025], [0.0196, -0.0048, -0.0017], [-0.0236, -0.0146, -0.0164], [-0.0064, 0.0071, 0.0063], [0.0005, 0.0011, -0.0122], [-0.0007, 0.0014, 0.0104], [0.0078, -0.0036, 0.0021], [0.0036, 0.0085, 0.0115], [-0.0063, -0.0090, -0.0038], [0.0096, 0.0004, -0.0073], [0.0014, -0.0078, 0.0050], [-0.0048, -0.0091, 0.0086], [-0.0038, 0.0006, 0.0083]], "mulliken_charge": [0.459, -0.171, -0.374, -0.599, -0.440, 0.442, 0.887, -0.274, -0.181, -0.802, 1.025, -1.185, -0.822, 0.686, -0.942, 0.517, -0.258, 0.290, -0.127, 0.731, -0.175, -0.902, -0.374, -0.174, -0.925, 0.441, 0.388, 0.442, 0.134, 0.465, 0.477, 0.508, 0.254, 0.373, 0.431, 0.475, 0.443, -0.287, 0.172, -0.303, -0.026, 0.050, -0.472, -0.536, -0.680, -0.632, -0.166, 0.246, 0.193, 0.247, 0.399, 0.494, 0.444, 0.423, 0.619, -0.495, 0.622, -0.053, -0.130, -0.532, -0.386, -0.546, -0.612, 0.275, -0.001, 0.384, 0.341, 0.373, 0.313, 0.309, 0.407, -0.572, -0.829, 0.156, -0.569, 0.157, -0.955, 0.230, -0.571, -0.129, -0.857, -0.548, -0.790, 0.397, 0.417, 0.468, 0.199, 0.560, 0.391, 0.398, 0.461, 0.434, 0.443, 0.511], "fmax_ev_per_a": 0.47, "spin_multiplicity": 1, "gap_ev": 5.664, "total_energy_ev": -94472.7535, "total_charge": 1, "homo_ev": -9.038}